# 1
{"formula": "C18H17Cl2NO", "method": "ωB97M-V/def2-TZVPD", "elements": ["C", "C", "C", "C", "C", "C", "C", "H", "C", "H", "H", "H", "N", "C", "O", "C", "C", "C", "C", "C", "C", "C", "C", "C", "H", "H", "H", "H", "H", "H", "Cl", "Cl", "H", "H", "H", "H", "H", "H", "H"], "xyz": [[-4.758276, -2.884605, -0.852207], [-3.950868, -1.741251, -0.319019], [-2.771315, -1.953020, 0.380110], [-2.037688, -0.885488, 0.863623], [-2.461744, 0.418612, 0.635949], [-3.655680, 0.654170, -0.054471], [-4.378065, -0.433203, -0.517091], [-5.299302, -0.258700, -1.054960], [-4.130090, 2.056639, -0.283854], [-4.967867, 2.069258, -0.975511], [-4.456408, 2.508753, 0.653779], [-3.328541, 2.670986, -0.691404], [-1.722756, 1.512251, 1.127280], [-0.383171, 1.736588, 1.079312], [0.125081, 2.631348, 1.721185], [0.386563, 0.831989, 0.169299], [1.642165, 1.307507, -0.509134], [1.751296, 0.352231, 0.641876], [2.222292, -1.043560, 0.493042], [1.622833, -1.955922, -0.368353], [2.112862, -3.245718, -0.472492], [3.205589, -3.643144, 0.277858], [3.807373, -2.742037, 1.139977], [3.317961, -1.453916, 1.248092], [3.790208, -0.753326, 1.921353], [4.659936, -3.043202, 1.730335], [3.586112, -4.649935, 0.192253], [1.637197, -3.942907, -1.146328], [0.770470, -1.670207, -0.964895], [2.082472, 0.834016, 1.557576], [2.202242, 2.953582, -0.331735], [1.925668, 0.710669, -2.135357], [-0.219044, 0.153567, -0.414936], [-2.242999, 2.215189, 1.637933], [-1.135251, -1.061504, 1.430155], [-2.422957, -2.959298, 0.559652], [-5.776175, -2.843536, -0.467455], [-4.317414, -3.837133, -0.570761], [-4.812355, -2.834463, -1.939149]], "forces_ev_per_angstrom": [[-0.023, 0.021, -0.019], [0.045, 0.009, 0.038], [-0.042, 0.019, -0.084], [-0.098, 0.168, 0.037], [-0.129, -0.425, -0.129], [0.136, 0.016, -0.005], [0.136, -0.072, 0.117], [-0.117, 0.049, -0.074], [0.033, -0.055, -0.007], [-0.062, 0.037, -0.016], [-0.046, 0.127, 0.022], [0.006, 0.092, -0.011], [-0.589, 0.287, 0.165], [0.222, 0.043, -0.012], [0.070, -0.014, 0.129], [0.116, 0.087, 0.006], [-0.030, 0.128, 0.106], [0.010, 0.167, -0.079], [0.005, -0.161, -0.003], [-0.004, -0.021, 0.105], [-0.040, -0.054, -0.054], [0.049, -0.048, 0.014], [0.064, -0.073, 0.022], [-0.087, 0.077, -0.067], [0.039, 0.080, 0.075], [0.068, -0.024, 0.052], [0.029, -0.083, -0.006], [-0.039, -0.061, -0.056], [-0.092, 0.038, -0.043], [-0.096, 0.117, -0.098], [0.103, -0.055, -0.059], [-0.047, 0.004, -0.009], [0.202, -0.021, -0.065], [0.220, -0.029, 0.002], [0.092, -0.017, 0.075], [0.022, -0.122, 0.014], [-0.076, -0.071, -0.003], [-0.017, -0.091, -0.010], [-0.033, -0.071, -0.068]], "orbital_gap_ev": 9.389, "total_energy_ev": -47524.67548, "molar_mass_g_mol": 334.25, "smiles": "Cc1ccc(NC(=O)[C@@H]2[C@@H](c3ccccc3)C2(Cl)Cl)c(C)c1"}

=====

# 2
{"formula": "C18H17N3O2S", "method": "ωB97M-V/def2-TZVPD", "elements": ["C", "C", "C", "O", "N", "C", "C", "C", "C", "C", "C", "H", "H", "C", "O", "C", "H", "H", "S", "C", "N", "C", "C", "C", "C", "C", "C", "N", "H", "H", "H", "H", "H", "H", "H", "H", "H", "H", "H", "H", "H"], "xyz": [[3.843668, -4.316347, -5.806019], [2.724911, -3.290491, -5.683949], [2.270776, -3.135367, -4.240113], [2.750791, -3.742835, -3.316038], [1.247329, -2.226285, -4.122181], [0.561484, -1.818223, -2.982734], [0.861050, -2.285762, -1.703457], [0.129845, -1.836645, -0.625868], [-0.908136, -0.913858, -0.778589], [-1.198737, -0.446132, -2.061319], [-0.475164, -0.894468, -3.144072], [-0.710522, -0.527893, -4.134255], [-1.996642, 0.260901, -2.225277], [-1.642907, -0.499058, 0.432465], [-1.454452, -1.005887, 1.512797], [-2.670008, 0.607774, 0.241421], [-2.219983, 1.471112, -0.246254], [-3.528360, 0.247020, -0.325430], [-3.302373, 1.159859, 1.849273], [-1.812607, 1.831554, 2.433987], [-0.773710, 2.089405, 1.693160], [0.158830, 2.612123, 2.556191], [1.451680, 3.058702, 2.314435], [2.170252, 3.545934, 3.387461], [1.630431, 3.594165, 4.672906], [0.346463, 3.154708, 4.935540], [-0.378068, 2.663378, 3.864902], [-1.651674, 2.158266, 3.749359], [-2.323822, 2.009430, 4.482414], [-0.071918, 3.191580, 5.930375], [2.230911, 3.984029, 5.481399], [3.179361, 3.899016, 3.232493], [1.869003, 3.017284, 1.321038], [0.351738, -2.192794, 0.368715], [1.657928, -2.997514, -1.568748], [0.930613, -1.790893, -4.978528], [1.866228, -3.593738, -6.289235], [3.065502, -2.316324, -6.045330], [3.503678, -5.284491, -5.448383], [4.694664, -4.015565, -5.200960], [4.161259, -4.412720, -6.841063]], "forces_ev_per_angstrom": [[-0.157, 0.141, 0.026], [0.328, -0.292, 0.081], [-0.186, 0.212, -0.541], [0.157, -0.166, 0.228], [-0.166, 0.216, -0.264], [-0.221, 0.133, 0.367], [0.160, -0.150, -0.022], [-0.257, 0.237, -0.036], [0.413, -0.360, -0.198], [0.043, -0.103, 0.286], [0.125, -0.090, -0.116], [-0.027, 0.030, -0.090], [-0.068, 0.096, -0.019], [-0.139, 0.049, 0.049], [0.065, -0.076, -0.200], [-0.130, 0.267, 0.763], [-0.035, -0.115, -0.123], [-0.002, 0.035, -0.038], [-0.394, -0.067, -0.302], [0.055, 0.073, -0.261], [-0.325, -0.178, -0.262], [-0.039, 0.114, 0.750], [-0.111, -0.048, 0.075], [0.175, 0.051, -0.076], [0.000, 0.024, 0.128], [-0.079, -0.010, 0.099], [0.599, 0.216, -0.365], [-0.202, -0.103, -0.062], [0.073, -0.024, -0.049], [0.001, 0.022, 0.107], [0.038, 0.023, 0.064], [0.071, 0.028, -0.011], [0.041, 0.000, -0.115], [0.016, -0.029, 0.065], [0.004, 0.007, 0.003], [0.148, -0.153, 0.117], [-0.024, 0.109, 0.000], [-0.107, 0.022, -0.026], [0.044, -0.083, 0.017], [0.078, -0.041, 0.023], [0.033, -0.018, -0.072]], "orbital_gap_ev": 8.243, "total_energy_ev": -38343.80736, "molar_mass_g_mol": 339.42, "e_above_lowest_ev": 0.795, "smiles": "CCC(=O)Nc1ccc(C(=O)CSc2nc3ccccc3[nH]2)cc1"}

=====

# 3
{"formula": "C18H17NO4", "method": "ωB97M-V/def2-TZVPD", "elements": ["C", "C", "H", "H", "C", "C", "O", "O", "C", "C", "C", "C", "C", "C", "H", "H", "H", "C", "N", "C", "O", "C", "C", "C", "C", "C", "C", "O", "H", "H", "H", "H", "H", "H", "H", "H", "H", "H", "H", "H"], "xyz": [[3.714876, 0.214134, -2.112593], [4.103680, -1.246804, -2.302403], [5.175664, -1.319657, -2.494806], [3.572755, -1.658939, -3.161998], [3.763911, -2.088371, -1.068393], [2.268757, -2.169846, -0.882090], [1.479020, -2.488331, -1.727339], [1.936015, -1.855973, 0.387676], [0.604055, -1.798718, 0.767840], [-0.341258, -1.144615, -0.008269], [-1.655273, -1.082780, 0.425980], [-2.012866, -1.658993, 1.637852], [-1.058937, -2.292592, 2.413368], [0.252877, -2.371098, 1.981924], [1.008710, -2.866133, 2.570845], [-1.338968, -2.734368, 3.357308], [-3.038201, -1.596902, 1.969287], [-2.729164, -0.369530, -0.392577], [-2.185712, 0.373443, -1.498654], [-1.534810, 1.558620, -1.305585], [-0.867861, 2.081123, -2.172639], [-1.813839, 2.158066, 0.019213], [-1.162891, 3.316761, 0.427665], [-1.517210, 3.934424, 1.610630], [-2.543391, 3.407546, 2.381845], [-3.198512, 2.253849, 1.992118], [-2.825602, 1.615527, 0.816536], [-3.486357, 0.477137, 0.446600], [-3.996609, 1.833787, 2.583299], [-2.833252, 3.896912, 3.299688], [-1.007937, 4.831345, 1.927808], [-0.390202, 3.716830, -0.211045], [-2.051999, -0.095673, -2.381401], [-3.445761, -1.108095, -0.777206], [-0.043576, -0.693308, -0.941048], [4.134033, -3.106634, -1.208212], [4.214457, -1.667120, -0.169635], [4.212426, 0.634506, -1.240824], [2.640385, 0.312779, -1.976005], [3.998566, 0.797689, -2.984761]], "forces_ev_per_angstrom": [[0.101, -0.193, -0.097], [-0.056, 0.051, 0.147], [-0.025, -0.067, -0.036], [0.088, -0.045, -0.019], [-0.002, 0.089, -0.240], [0.232, -0.295, -0.350], [0.066, 0.060, 0.031], [-0.077, 0.207, 0.547], [-0.468, -0.151, 0.106], [0.053, -0.001, 0.010], [0.015, 0.137, 0.086], [-0.004, -0.050, -0.020], [-0.143, 0.021, -0.023], [0.343, 0.093, -0.319], [0.093, -0.055, 0.058], [-0.011, -0.040, 0.092], [-0.097, 0.002, 0.078], [0.222, -0.421, -0.099], [-0.281, -0.200, -0.158], [-0.131, -0.107, -0.091], [0.228, 0.142, -0.073], [-0.156, -0.058, 0.148], [-0.056, -0.086, 0.018], [0.117, 0.091, -0.066], [-0.054, -0.111, -0.041], [-0.081, -0.148, -0.080], [0.235, 0.213, 0.031], [-0.197, 0.279, 0.124], [-0.082, -0.065, 0.080], [-0.030, 0.029, 0.079], [0.044, 0.073, 0.020], [0.055, 0.036, -0.071], [0.025, 0.112, 0.007], [0.200, 0.226, 0.042], [0.000, 0.015, -0.043], [-0.053, -0.017, 0.089], [0.028, -0.066, -0.027], [0.032, 0.090, 0.084], [-0.143, 0.091, 0.016], [-0.029, 0.118, -0.039]], "orbital_gap_ev": 9.549, "total_energy_ev": -28623.05525, "molar_mass_g_mol": 311.34, "e_above_lowest_ev": 0.028, "smiles": "CCCC(=O)Oc1cccc([C@@H]2NC(=O)c3ccccc3O2)c1"}